No. 1
This record from the OMol25 dataset describes a cluster of 9 separate species, C40H63F21O20 in total in a non-equilibrium geometry. The level of theory is wB97M-V/def2-TZVPD.

```
! wB97M-V def2-TZVPD RIJCOSX def2/J DEFGRID3
* xyz 0 1
C -23.2110 16.6820 3.1031
C -23.3943 15.6439 1.9875
O -22.9550 16.1552 0.7477
C -23.1470 15.3326 -0.3187
O -23.5118 14.1781 -0.2560
C -22.7076 15.8689 -1.6970
F -23.7990 15.9315 -2.3664
F -22.1592 17.0953 -1.6201
F -21.9417 14.9651 -2.2550
H -23.2843 17.7025 2.7273
H -22.2304 16.5081 3.5461
H -23.9011 16.4384 3.9109
H -24.4484 15.3788 1.9060
H -22.7875 14.7732 2.2363
C -21.7108 8.8950 -6.5389
C -20.6405 8.4293 -7.5574
O -19.3343 8.9683 -7.3669
C -18.9353 10.1206 -7.9455
O -19.7019 10.9040 -8.5308
C -17.3919 10.2633 -7.9347
F -16.9432 10.0686 -9.1979
F -17.0383 11.5020 -7.4982
F -16.8056 9.3633 -7.1210
H -21.5378 9.9393 -6.2791
H -21.7396 8.2492 -5.6613
H -22.6695 8.7962 -7.0480
H -21.0572 8.6471 -8.5408
H -20.5359 7.3455 -7.6071
C -15.8439 11.9859 -0.8297
C -14.7001 11.5920 0.2005
O -13.6122 10.9805 -0.5050
C -12.3121 10.8955 0.0270
O -11.9238 11.3457 1.1046
C -11.3025 10.1596 -0.9424
F -11.8448 10.1097 -2.2124
F -10.1564 10.7686 -0.9285
F -11.0745 8.9029 -0.4869
H -16.5560 12.5302 -0.2094
H -16.3930 11.1833 -1.3220
H -15.4028 12.5848 -1.6264
H -15.0636 10.8826 0.9440
H -14.3416 12.5099 0.6663
C -16.4289 7.5035 -0.0681
C -15.0988 6.8811 -0.4060
O -14.3802 6.7060 0.7881
C -13.1793 6.1606 0.7767
O -12.6853 5.7946 -0.2900
C -12.6021 5.9511 2.1765
F -12.1785 4.6942 2.1995
F -11.4980 6.6867 2.3164
F -13.4590 6.3260 3.0743
H -16.8758 6.9806 0.7775
H -17.0387 7.5841 -0.9679
H -16.2934 8.5235 0.2916
H -14.5050 7.5514 -1.0274
H -15.2726 5.9547 -0.9534
C -15.9203 19.0045 -2.4886
C -15.1872 17.6741 -2.3087
O -16.0338 16.6093 -2.7579
C -15.8438 16.0291 -3.9940
O -15.0402 16.3898 -4.7828
C -16.8295 14.9092 -4.3508
F -16.2110 13.8138 -4.0643
F -17.9027 14.8593 -3.6270
F -17.1810 14.9026 -5.6397
H -15.4645 19.8714 -2.0104
H -16.9328 19.0296 -2.0858
H -16.0007 19.3246 -3.5275
H -14.9797 17.5106 -1.2512
H -14.2244 17.7956 -2.8052
C -12.4058 7.0365 -3.2613
C -12.4617 7.8049 -4.6139
O -11.2699 7.7306 -5.3303
C -10.8495 6.5239 -5.9553
O -11.6166 5.5245 -6.0580
C -9.3948 6.6490 -6.5123
F -8.8328 7.8269 -6.2005
F -8.6533 5.7104 -5.9820
F -9.4560 6.4518 -7.8099
H -12.5667 5.9598 -3.3155
H -13.1282 7.3380 -2.5028
H -11.4306 7.3058 -2.8556
H -12.7345 8.8287 -4.3577
H -13.2389 7.4667 -5.2993
C -12.3538 13.9762 -3.1384
C -12.7944 13.0249 -4.2918
O -13.1941 13.8898 -5.3485
C -13.6137 13.3377 -6.4697
O -13.9646 12.1570 -6.6501
C -13.7157 14.4150 -7.5218
F -14.9811 14.8938 -7.5996
F -12.9864 15.5714 -7.2408
F -13.3432 13.9194 -8.6640
H -11.4390 14.5072 -3.4012
H -12.0830 13.3444 -2.2924
H -13.0979 14.7307 -2.8829
H -13.5249 12.3097 -3.9138
H -11.9015 12.4406 -4.5142
C -15.1043 9.9020 -3.8576
O -15.6556 8.7320 -3.2916
C -16.8205 8.1270 -3.7805
C -18.0439 9.0499 -3.6624
O -18.0193 10.1510 -4.5100
C -19.0704 10.9841 -4.5689
C -19.5431 11.7537 -3.3017
O -20.2553 10.8687 -2.4944
C -20.5917 11.4421 -1.2351
H -15.7216 10.7785 -3.6603
H -14.9492 9.7931 -4.9310
H -14.0897 10.0663 -3.4946
H -17.0074 7.2110 -3.2199
H -16.5877 7.9104 -4.8231
H -17.9514 9.5244 -2.6854
H -19.0420 8.6206 -3.5761
H -19.9222 10.4331 -4.9677
H -18.8355 11.7187 -5.3391
H -20.1774 12.5677 -3.6527
H -18.6627 12.1652 -2.8081
H -19.7243 11.6550 -0.6103
H -21.1754 10.7123 -0.6740
H -21.2594 12.2863 -1.4070
C -22.8358 18.1620 6.1426
O -22.1631 17.0128 6.5562
C -20.7306 17.0149 6.7259
C -20.3990 15.5166 6.9131
O -20.7567 14.7661 5.7367
C -20.7606 13.3544 5.9944
C -21.2784 12.6089 4.7297
O -20.3995 12.7573 3.5943
C -20.7778 12.0908 2.4436
H -22.4372 18.4768 5.1782
H -22.8200 18.9409 6.9049
H -23.9043 17.9598 6.0685
H -20.4212 17.6299 7.5709
H -20.1681 17.4552 5.9026
H -20.7922 15.1916 7.8763
H -19.3161 15.4504 7.0184
H -21.3157 13.0919 6.8950
H -19.7312 13.0268 6.1398
H -22.2113 13.0157 4.3392
H -21.3594 11.5241 4.7986
H -20.2720 12.4723 1.5566
H -21.8444 12.1007 2.2192
H -20.4666 11.0648 2.6399
*
```

* relative energy (zero: lowest compared OMol25 entry of this formula, charge and spin): 84.2 kcal/mol
* HOMO level: -9.63 eV
* SMILES: CCOC(=O)C(F)(F)F.CCOC(=O)C(F)(F)F.CCOC(=O)C(F)(F)F.CCOC(=O)C(F)(F)F.CCOC(=O)C(F)(F)F.CCOC(=O)C(F)(F)F.CCOC(=O)C(F)(F)F.COCCOCCOC.COCCOCCOC
* frontier orbital gap: 9.8 eV
* LUMO: 0.2 eV
* largest force on an atom: 5.52 eV Å⁻¹

Results of the Löwdin charge analysis, in e, for atoms 1 through 99:
1. C -0.052
2. C -0.216
3. O 0.029
4. C -0.341
5. O 0.144
6. C -0.623
7. F 0.221
8. F 0.168
9. F 0.193
10. H 0.086
11. H 0.072
12. H 0.080
13. H 0.130
14. H 0.117
15. C -0.048
16. C -0.196
17. O 0.007
18. C -0.327
19. O 0.127
20. C -0.491
21. F 0.161
22. F 0.145
23. F 0.148
24. H 0.069
25. H 0.074
26. H 0.077
27. H 0.118
28. H 0.124
29. C -0.033
30. C -0.175
31. O -0.036
32. C -0.276
33. O 0.139
34. C -0.513
35. F 0.114
36. F 0.210
37. F 0.152
38. H 0.075
39. H 0.054
40. H 0.061
41. H 0.119
42. H 0.120
43. C -0.039
44. C -0.219
45. O 0.030
46. C -0.348
47. O 0.133
48. C -0.595
49. F 0.186
50. F 0.170
51. F 0.219
52. H 0.088
53. H 0.065
54. H 0.070
55. H 0.105
56. H 0.140
57. C -0.069
58. C -0.206
59. O 0.010
60. C -0.346
61. O 0.187
62. C -0.631
63. F 0.198
64. F 0.203
65. F 0.186
66. H 0.076
67. H 0.077
68. H 0.078
69. H 0.122
70. H 0.121
71. C -0.039
72. C -0.229
73. O -0.018
74. C -0.216
75. O 0.109
76. C -0.593
77. F 0.165
78. F 0.194
79. F 0.194
80. H 0.081
81. H 0.038
82. H 0.079
83. H 0.087
84. H 0.125
85. C -0.033
86. C -0.180
87. O 0.032
88. C -0.355
89. O 0.138
90. C -0.518
91. F 0.149
92. F 0.113
93. F 0.211
94. H 0.081
95. H 0.065
96. H 0.068
97. H 0.102
98. H 0.133
99. C -0.096

No. 2
This record from the OMol25 dataset describes an isolated molecule of C3H4O4 in a non-equilibrium geometry. The level of theory is wB97M-V/def2-TZVPD.

```
! wB97M-V def2-TZVPD RIJCOSX def2/J DEFGRID3
* xyz 0 1
C -0.3956 -0.6603 0.9204
C 0.6337 -1.0688 -0.4040
O 1.2191 -2.1079 -0.3323
O 0.6019 -0.1502 -1.3144
C -0.3113 0.9087 -0.6728
O -1.4297 1.0635 -1.0734
O 0.5089 1.8197 -0.1213
H -1.3137 -1.1866 0.6600
H -0.6458 0.2645 1.4461
H 0.1452 -1.1725 1.7191
H 0.9874 2.2900 -0.8275
*
```

* relative energy (zero: lowest compared OMol25 entry of this formula, charge and spin): 46.6 kcal/mol
* HOMO level: -10.76 eV
* SMILES: CC(=O)OC(=O)O
* frontier orbital gap: 10.7 eV
* LUMO: -0.1 eV
* largest force on an atom: 4.31 eV Å⁻¹

For reference, the Löwdin charges in units of e are:
1. C 0.018
2. C -0.482
3. O 0.134
4. O 0.127
5. C -0.526
6. O 0.197
7. O 0.125
8. H 0.087
9. H 0.086
10. H 0.081
11. H 0.154

No. 3
This record from the OMol25 dataset describes a structure of composition C12H18Cl3N3OOsS3Sb. The level of theory is wB97M-V/def2-TZVPD.

```
! wB97M-V def2-TZVPD RIJCOSX def2/J DEFGRID3
* xyz 2 2
Os 0.1348 -0.4161 -1.1047
N -3.8587 -2.3220 0.9986
C -2.6526 -1.4069 0.8698
C -3.0971 0.0390 1.0227
C -1.9042 0.9932 1.1038
N -1.1873 1.1060 -0.1955
C -0.9217 0.5757 2.1881
C -0.4401 -0.8613 2.0290
N 0.5380 -0.9793 0.9074
C -1.6154 -1.8363 1.9014
H -4.5759 -2.0873 0.3076
H -4.2906 -2.2609 1.9250
H -3.5901 -3.2978 0.8435
H -2.2877 -1.5932 -0.1373
H -3.6685 0.1664 1.9484
H -3.7529 0.3253 0.1952
H -2.2963 1.9818 1.3491
H -0.4618 1.8241 -0.1006
H -1.8241 1.4530 -0.9113
H -1.4159 0.6630 3.1575
H -0.0702 1.2604 2.2140
H 0.1120 -1.1371 2.9288
H 0.9168 -1.9267 0.8878
H 1.3412 -0.3673 1.0953
H -2.0850 -1.8738 2.8909
H -1.2525 -2.8436 1.6784
S 1.5351 -0.8297 -2.8068
Sb -0.3071 -2.3249 -3.5790
S -0.2766 -2.7752 -1.1819
S -1.5319 -0.3989 -2.6728
Cl 6.3753 2.7372 -2.9982
C 4.9201 2.2019 -2.2531
C 4.9658 1.1490 -1.3512
C 3.7905 0.7329 -0.7599
Cl 3.8084 -0.5960 0.3507
C 2.5778 1.3417 -1.0399
O 1.4201 0.9460 -0.4303
C 2.5652 2.3852 -1.9608
Cl 1.0410 3.1156 -2.3527
C 3.7234 2.8274 -2.5675
H 5.9025 0.6647 -1.1155
H 3.6963 3.6449 -3.2737
*
```

* relative energy (zero: lowest compared OMol25 entry of this formula, charge and spin): 16.1 kcal/mol
* HOMO level (alpha / beta): -13.49 / -13.53 eV
* frontier orbital gap (alpha / beta): 5.5 / 5.3 eV
* LUMO (alpha / beta): -8.0 / -8.3 eV
* largest force on an atom: 0.72 eV Å⁻¹

For reference, the Löwdin charges in units of e are:
1. Os 0.769
2. N 0.246
3. C -0.328
4. C -0.084
5. C -0.307
6. N -0.071
7. C -0.079
8. C -0.294
9. N -0.102
10. C -0.100
11. H 0.183
12. H 0.181
13. H 0.182
14. H 0.027
15. H 0.145
16. H 0.137
17. H 0.164
18. H 0.084
19. H 0.067
20. H 0.146
21. H 0.141
22. H 0.165
23. H 0.065
24. H 0.055
25. H 0.145
26. H 0.119
27. S 0.158
28. Sb 0.677
29. S -0.010
30. S 0.011
31. Cl 0.748
32. C -0.649
33. C -0.100
34. C -0.596
35. Cl 0.763
36. C -0.516
37. O -0.426
38. C -0.594
39. Cl 0.735
40. C -0.099
41. H 0.121
42. H 0.121

No. 4
This record from the OMol25 dataset describes a structure of composition C4H5O4Zn in a non-equilibrium geometry. The level of theory is wB97M-V/def2-TZVPD.

```
! wB97M-V def2-TZVPD RIJCOSX def2/J DEFGRID3
* xyz 1 1
O 2.6836 -0.4720 0.1318
C 2.3170 -1.6072 -0.0492
O 2.3263 -2.7461 0.2072
O 0.4364 -0.5855 -1.0129
C -0.8735 -0.8139 -0.7057
C -1.5524 0.0267 0.3130
O -1.1869 1.0568 0.9005
C -0.0512 1.9613 0.5399
Zn 1.4291 0.9432 -0.4804
H -1.0218 -1.8447 -0.3127
H -1.5592 -0.7515 -1.5820
H -2.5340 -0.3399 0.6445
H 0.1352 2.4603 1.4989
H -0.5488 2.7127 -0.0929
*
```

* HOMO level: -14.09 eV
* frontier orbital gap: 9.4 eV
* LUMO: -4.7 eV
* largest force on an atom: 3.58 eV Å⁻¹

For reference, the Löwdin charges in units of e are:
1. O 0.071
2. C -0.310
3. O 0.288
4. O -0.314
5. C -0.270
6. C -0.005
7. O 0.009
8. C -0.094
9. Zn 0.984
10. H 0.164
11. H 0.164
12. H 0.173
13. H 0.070
14. H 0.072

No. 5
This record from the OMol25 dataset describes a structure of composition C3H2I3N in a non-equilibrium geometry. The level of theory is wB97M-V/def2-TZVPD.

```
! wB97M-V def2-TZVPD RIJCOSX def2/J DEFGRID3
* xyz 0 1
C -0.5941 -0.4220 1.4394
C 1.0538 0.2997 -0.6145
C -0.8393 -0.2432 0.0997
N -0.3507 -0.6076 2.5375
I 1.2683 2.3421 -0.8064
I -2.1792 1.3328 -0.2634
I -1.3082 -2.0675 -1.0240
H 1.7073 -0.2576 0.0470
H 1.2423 -0.3766 -1.4153
*
```

* relative energy (zero: lowest compared OMol25 entry of this formula, charge and spin): 31.6 kcal/mol
* HOMO level: -9.54 eV
* frontier orbital gap: 8.7 eV
* LUMO: -0.8 eV
* largest force on an atom: 4.73 eV Å⁻¹

For reference, the Löwdin charges in units of e are:
1. C -0.543
2. C -0.699
3. C -1.296
4. N 0.187
5. I 0.796
6. I 0.807
7. I 0.762
8. H 0.015
9. H -0.029

No. 6
This record from the OMol25 dataset describes a cluster of 2 separate species, C2H9N3O in total in a non-equilibrium geometry. The level of theory is wB97M-V/def2-TZVPD.

```
! wB97M-V def2-TZVPD RIJCOSX def2/J DEFGRID3
* xyz 0 1
H -0.6279 2.1277 -2.0485
N -0.3642 1.8635 -1.1144
C 0.0388 0.6795 -0.8239
N 0.6819 -0.2070 -1.6804
N -0.4003 0.1480 0.3970
C -0.7460 1.0260 1.5461
H 1.1322 -1.1658 -1.4316
H 1.1695 0.1999 -2.4220
H 0.1499 -0.5949 0.8112
H -1.6163 1.6275 1.3806
H -0.6059 0.4238 2.4462
H 0.1867 1.6939 1.6128
O 0.4229 -2.6139 0.7272
H 0.0496 -1.8016 0.4379
H 0.5290 -3.4067 0.1618
*
```

* relative energy (zero: lowest compared OMol25 entry of this formula, charge and spin): 48.2 kcal/mol
* HOMO level: -8.85 eV
* SMILES: [H]/N=C(\N)NC.O
* frontier orbital gap: 9.5 eV
* LUMO: 0.7 eV
* largest force on an atom: 3.85 eV Å⁻¹

For reference, the Löwdin charges in units of e are:
1. H 0.032
2. N 0.097
3. C -0.565
4. N 0.109
5. N -0.054
6. C -0.076
7. H 0.132
8. H 0.059
9. H 0.059
10. H 0.064
11. H 0.080
12. H 0.100
13. O -0.057
14. H -0.051
15. H 0.069

Which of these has the lowest largest force on an atom?
C12H18Cl3N3OOsS3Sb